No. 1
{
  "formula": "C8H24BNOP2Ti",
  "method": "wB97M-V/def2-TZVPD",
  "s2": 2.01,
  "homo_lumo_gap_ev": [6.661, 7.397],
  "energy_ha": -2006.0968,
  "homo_energy_ev": [-6.451, -7.501],
  "multiplicity": 3,
  "mol_weight_g_mol": 270.9,
  "symbols": ["Ti", "H", "H", "P", "P", "C", "H", "H", "H", "C", "H", "H", "H", "C", "H", "H", "H", "C", "H", "H", "H", "C", "H", "H", "H", "C", "H", "H", "H", "C", "O", "H", "B", "C", "N", "H", "H", "H"],
  "xyz": [[0.929603, 0.133429, 0.664576], [-3.886750, -0.559414, -0.326540], [-4.010287, 0.164625, -0.109911], [0.061932, -2.152491, -0.194057], [0.054255, 2.180991, -0.473261], [1.449834, 3.112049, 0.251752], [1.418616, 4.139445, -0.137420], [1.367272, 3.140103, 1.346570], [2.407500, 2.646747, -0.024781], [0.047682, 2.733904, -2.204612], [-0.805940, 2.289283, -2.724025], [-0.012091, 3.827527, -2.282276], [0.959971, 2.383539, -2.690437], [-1.468202, 3.007201, 0.148287], [-1.489623, 2.972398, 1.247097], [-1.548581, 4.061203, -0.171720], [-2.347133, 2.454228, -0.218535], [0.227093, -2.385017, -2.022714], [0.162112, -3.439192, -2.329772], [-0.555517, -1.813406, -2.535027], [1.195267, -1.983708, -2.336107], [1.295170, -3.361310, 0.452286], [1.140108, -3.488426, 1.532239], [1.191650, -4.336903, -0.042629], [2.306184, -2.971047, 0.286830], [-1.503122, -3.139728, 0.077063], [-2.357052, -2.608183, -0.365048], [-1.468112, -4.158789, -0.353860], [-1.686973, -3.240917, 1.156411], [3.082519, -0.061249, 0.371394], [4.196198, -0.157500, 0.080608], [-0.039091, 0.290481, -0.623306], [-0.089442, 0.036169, 5.291521], [-0.080877, 0.083791, 3.746560], [0.046456, 0.128907, 2.569687], [0.953565, -0.580712, 5.578497], [-1.076498, -0.559984, 5.656600], [-0.066800, 1.211756, 5.669659]],
  "forces_ev_per_angstrom": [[-0.51, -0.27, 0.58], [-0.13, 0.79, 0.23], [0.13, -0.78, -0.22], [0.34, -1.10, -0.24], [0.82, 1.10, 1.66], [-0.02, 1.26, -0.35], [0.37, 0.05, 0.30], [-0.04, -0.06, -0.25], [-0.35, 0.17, 0.01], [0.10, -0.49, -0.21], [0.08, 0.05, 0.01], [0.01, -0.28, 0.19], [-0.04, 0.05, -0.05], [-0.10, -0.04, 0.22], [0.05, -0.05, -0.32], [0.13, -0.45, 0.01], [0.27, 0.19, 0.08], [0.10, 0.11, 0.13], [-0.02, 0.25, 0.23], [0.14, -0.08, 0.13], [-0.11, -0.02, 0.01], [-0.11, -0.23, -0.13], [0.06, 0.06, -0.25], [0.09, 0.17, 0.15], [-0.19, -0.12, 0.03], [-0.04, 0.34, 0.29], [0.22, -0.12, 0.13], [0.28, 0.58, 0.07], [0.03, 0.11, -0.28], [-0.15, 0.04, -1.02], [-0.89, 0.06, 0.56], [-0.65, -1.39, -1.69], [0.34, 0.07, 0.58], [0.58, 0.11, -2.66], [-0.28, 0.02, 2.27], [-0.52, 0.36, -0.12], [0.01, 0.04, 0.00], [0.00, -0.49, -0.11]]
}

No. 2
{
  "formula": "C26H23F9N5S3Ti",
  "method": "wB97M-V/def2-TZVPD",
  "s2": 0.76,
  "homo_lumo_gap_ev": [6.707, 6.730],
  "energy_ha": -4221.2052,
  "homo_energy_ev": [-7.796, -7.932],
  "multiplicity": 2,
  "mol_weight_g_mol": 720.6,
  "relative_energy_ev": 0.635,
  "symbols": ["Ti", "C", "S", "C", "S", "N", "N", "C", "C", "C", "C", "C", "C", "N", "H", "H", "H", "H", "H", "H", "H", "H", "C", "C", "N", "C", "C", "C", "C", "N", "C", "C", "F", "C", "F", "C", "C", "F", "C", "F", "H", "H", "H", "H", "H", "H", "H", "H", "H", "H", "H", "H", "H", "H", "H", "F", "C", "C", "F", "C", "F", "C", "S", "C", "F", "C", "F"],
  "xyz": [[-0.395577, 0.214199, -0.243332], [-2.215677, -3.268887, -4.268678], [-1.471282, -1.681414, -4.686191], [-1.450897, -0.930993, -3.078405], [-0.696875, -1.749449, -1.758158], [-1.998241, 0.234369, -3.027090], [-1.859022, 0.785795, -1.742246], [-2.826589, 1.544046, -1.402696], [-2.804615, 2.115454, -0.052558], [-3.822386, 2.918461, 0.431044], [-3.688624, 3.435696, 1.712785], [-2.548373, 3.138191, 2.437373], [-1.594745, 2.294673, 1.884839], [-1.730068, 1.766882, 0.672302], [-2.184717, -3.867175, -5.177545], [-1.647679, -3.778182, -3.493486], [-3.250742, -3.145792, -3.957283], [-3.653455, 1.720554, -2.084317], [-4.684006, 3.134296, -0.184115], [-4.460830, 4.065495, 2.132585], [-2.390340, 3.534434, 3.429848], [-0.699557, 2.020012, 2.427489], [2.247995, -3.367800, 1.369776], [1.360376, -2.592435, 0.399297], [1.681690, -1.161325, 0.170281], [2.668640, -0.968586, -0.906465], [3.998026, -1.700604, -0.778833], [2.068310, -0.479985, 1.408173], [0.896849, -0.440587, 2.389389], [-0.389079, -0.466781, 1.680951], [-1.507754, -0.655168, 2.458353], [-2.744471, -0.923931, 1.836351], [-2.797398, -0.987313, 0.487144], [-3.918189, -1.120266, 2.527418], [-5.035619, -1.368873, 1.827708], [-3.969794, -1.066345, 3.906952], [-2.781354, -0.791051, 4.545951], [-2.756925, -0.690700, 5.882975], [-1.593267, -0.580276, 3.863922], [-0.531121, -0.239452, 4.624935], [1.955045, -4.417711, 1.331387], [2.119522, -3.040412, 2.401057], [3.307534, -3.312870, 1.127598], [0.330375, -2.646016, 0.756424], [1.377644, -3.074087, -0.578958], [2.860822, 0.103358, -0.952072], [2.176480, -1.253041, -1.839762], [4.488039, -1.505755, 0.176349], [4.667022, -1.349580, -1.565693], [3.890689, -2.778156, -0.899969], [2.368897, 0.530697, 1.137735], [2.919720, -0.960775, 1.903311], [1.002988, 0.452212, 3.012573], [0.943175, -1.296293, 3.068976], [-4.886450, -1.223854, 4.453077], [4.715322, 2.816654, -4.727149], [3.872744, 2.697470, -3.701114], [2.809444, 1.811805, -3.768803], [2.630852, 1.065371, -4.858903], [1.945873, 1.705934, -2.694660], [0.938298, 0.820133, -2.787709], [2.091248, 2.449267, -1.529284], [0.959684, 2.343769, -0.190331], [3.172694, 3.325033, -1.494682], [3.391131, 4.075535, -0.411255], [4.052367, 3.455354, -2.555777], [5.076224, 4.306779, -2.478808]],
  "forces_ev_per_angstrom": [[1.17, -0.41, 0.44], [0.09, -0.18, 0.03], [-0.11, 0.14, 0.04], [-0.07, -0.13, -0.24], [0.00, 0.08, -0.09], [0.15, 0.20, 0.42], [-0.51, -0.08, -0.44], [-0.01, 0.11, 0.28], [-0.05, -0.24, -0.45], [0.17, 0.11, 0.18], [-0.05, -0.04, -0.11], [0.12, -0.04, 0.04], [-0.10, 0.03, 0.05], [-0.29, 0.05, -0.01], [-0.01, 0.02, -0.02], [0.01, 0.02, 0.00], [0.01, 0.03, 0.00], [0.04, 0.06, -0.01], [0.00, 0.01, -0.02], [0.00, 0.01, 0.01], [-0.02, 0.01, 0.01], [-0.02, 0.00, 0.03], [0.04, -0.03, 0.02], [-0.06, -0.05, -0.10], [-0.25, 0.15, 0.09], [-0.02, 0.06, -0.03], [0.07, -0.01, -0.01], [0.02, -0.03, 0.06], [-0.05, -0.27, -0.03], [-0.19, 0.43, 0.06], [-0.01, 0.05, -0.02], [-0.06, -0.01, 0.09], [0.12, 0.02, 0.09], [0.00, 0.01, -0.01], [0.01, 0.00, 0.01], [0.07, 0.01, -0.02], [0.04, 0.01, -0.04], [-0.01, -0.01, -0.01], [-0.13, -0.01, 0.00], [0.01, 0.00, -0.02], [-0.01, -0.01, 0.00], [0.00, 0.01, 0.01], [-0.03, 0.00, 0.00], [0.03, -0.01, 0.00], [0.01, 0.00, 0.01], [0.01, -0.02, 0.00], [0.04, -0.01, 0.02], [0.00, 0.02, 0.00], [0.00, 0.00, -0.02], [-0.01, 0.00, 0.00], [-0.02, -0.02, 0.03], [0.00, 0.01, -0.04], [0.06, 0.00, -0.03], [0.07, 0.00, -0.03], [-0.02, 0.00, 0.00], [0.00, -0.01, 0.00], [-0.05, 0.00, 0.04], [0.02, 0.05, 0.07], [0.00, 0.00, -0.01], [0.02, 0.03, -0.04], [0.02, 0.07, -0.03], [-0.02, -0.08, 0.10], [-0.20, -0.06, -0.28], [0.02, 0.00, -0.03], [-0.01, -0.01, 0.00], [-0.05, -0.05, -0.02], [0.00, 0.00, -0.01]]
}